[1]
A cluster of 2 separate species, C5H13NO in total at a distorted geometry. Source: OMol25; level of theory: ωB97M-V/def2-TZVPD.

Each atom is followed by the atoms it is bonded to, with distances in Å.
Atoms and positions in Å:
1 O -2.72 -0.68 0.10  C6 1.220
2 N -1.41 -0.65 -1.72  C6 1.370, H8 1.000, H18 1.001
3 C 0.51 -1.29 0.93  C4 1.548, H11 1.086, H16 1.084, H20 1.095
4 C 1.26 -0.22 0.10  C3 1.548, C7 1.562, H13 1.086, H15 1.083
5 C -1.92 1.46 -0.39  C6 1.518, H10 1.113, H14 1.090, H19 1.078
6 C -1.98 -0.04 -0.62  O1 1.220, N2 1.370, C5 1.518
7 C 2.42 0.40 0.95  C4 1.562, H9 1.087, H12 1.093, H17 1.093
8 H -0.69 -0.16 -2.21  N2 1.000
9 H 2.37 1.49 0.99  C7 1.087
10 H -1.00 1.80 -0.91  C5 1.113
11 H 0.63 -0.88 1.92  C3 1.086
12 H 2.59 0.10 1.98  C7 1.093
13 H 0.61 0.65 0.08  C4 1.086
14 H -1.50 1.70 0.58  C5 1.090
15 H 1.72 -0.58 -0.81  C4 1.083
16 H -0.50 -1.56 0.63  C3 1.084
17 H 3.36 0.07 0.50  C7 1.093
18 H -1.98 -1.36 -2.14  N2 1.001
19 H -2.73 2.03 -0.81  C5 1.078
20 H 0.96 -2.29 0.85  C3 1.095

Properties
- E_tot (Eh) = -328.26845
- LUMO (eV) = 0.9
- frontier orbital gap (eV) = 10.579
- energy relative to the best compared isomer or geometry (same formula, charge and spin) (kJ/mol) = 132.3
- multiplicity = 1
- SMILES = CC(N)=O.CCC
- charge = 0

***

[2]
A cluster of 2 separate species, C5H13NO in total at a distorted geometry. Source: OMol25; level of theory: ωB97M-V/def2-TZVPD.

Each atom is followed by the atoms it is bonded to, with distances in Å.
Atoms and positions in Å:
1 O 3.47 1.23 0.84  H11 0.923, H14 0.949
2 N -2.68 0.76 -0.04  C4 1.451, C6 1.410, H8 1.058
3 C 1.77 -1.24 -0.26  C7 1.528, H16 1.154, H18 1.071, H20 1.050
4 C -2.07 2.02 -0.40  N2 1.451, H15 1.062, H17 1.101, H19 1.167
5 C -0.75 -0.72 0.45  C6 1.367, C7 1.485, H12 1.071
6 C -1.96 -0.45 -0.11  N2 1.410, C5 1.367, H13 1.090
7 C 0.32 -1.65 -0.01  C3 1.528, C5 1.485, H9 1.076, H10 1.128
8 H -3.64 0.60 -0.46  N2 1.058
9 H -0.09 -2.18 -0.85  C7 1.076
10 H 0.53 -2.37 0.83  C7 1.128
11 H 3.19 0.35 0.87  O1 0.923
12 H -0.43 -0.22 1.34  C5 1.071
13 H -2.44 -1.26 -0.68  C6 1.090
14 H 4.41 1.22 0.93  O1 0.949
15 H -1.34 2.38 0.29  C4 1.062
16 H 2.33 -1.09 0.73  C3 1.154
17 H -1.60 2.00 -1.39  C4 1.101
18 H 1.70 -0.34 -0.83  C3 1.071
19 H -2.98 2.73 -0.23  C4 1.167
20 H 2.27 -1.78 -1.01  C3 1.050

Properties
- E_tot (Eh) = -328.20801
- LUMO (eV) = 1.0
- frontier orbital gap (eV) = 8.647
- energy relative to the best compared isomer or geometry (same formula, charge and spin) (kJ/mol) = 291.0
- multiplicity = 1
- SMILES = CC/C=C/NC.O
- charge = 0

***

[3]
A cluster of 2 separate species, C5H13NO in total at a distorted geometry. Source: OMol25; level of theory: ωB97M-V/def2-TZVPD.

Each atom is followed by the atoms it is bonded to, with distances in Å.
Atoms and positions in Å:
1 O 0.86 -2.21 1.53  C4 1.202
2 N -0.90 -0.76 1.73  C4 1.384, H8 1.009, H10 1.002
3 C -1.42 2.13 -2.21  C5 1.550, H12 1.076, H14 1.075, H20 1.104
4 C 0.45 -1.08 1.65  O1 1.202, N2 1.384, C6 1.549
5 C -0.63 0.95 -1.59  C3 1.550, C7 1.497, H15 1.172, H16 1.113
6 C 1.43 0.10 1.78  C4 1.549, H11 1.055, H17 1.120, H19 1.093
7 C 0.41 0.27 -2.41  C5 1.497, H9 1.108, H13 1.097, H18 1.090
8 H -1.43 -1.52 2.13  N2 1.009
9 H 0.34 -0.82 -2.26  C7 1.108
10 H -1.22 0.17 1.93  N2 1.002
11 H 1.06 1.09 1.68  C6 1.055
12 H -2.09 2.68 -1.57  C3 1.076
13 H 0.21 0.17 -3.49  C7 1.097
14 H -1.98 1.65 -2.99  C3 1.075
15 H -1.42 0.16 -1.25  C5 1.172
16 H -0.20 1.41 -0.67  C5 1.113
17 H 1.94 -0.01 2.77  C6 1.120
18 H 1.44 0.60 -2.24  C7 1.090
19 H 2.10 -0.12 0.94  C6 1.093
20 H -0.81 3.01 -2.50  C3 1.104

Properties
- E_tot (Eh) = -328.28726
- LUMO (eV) = 0.8
- frontier orbital gap (eV) = 10.704
- energy relative to the best compared isomer or geometry (same formula, charge and spin) (kJ/mol) = 82.9
- multiplicity = 1
- SMILES = CC(N)=O.CCC
- charge = 0

***

[4]
A cluster of 2 separate species, C5H13NO in total at a distorted geometry. Source: OMol25; level of theory: ωB97M-V/def2-TZVPD.

Each atom is followed by the atoms it is bonded to, with distances in Å.
Atoms and positions in Å:
1 O -1.73 2.25 0.36  H8 1.015, H19 1.008
2 N -1.66 -0.89 0.25  C3 1.500, C7 1.420, H14 1.010
3 C -2.00 -0.93 1.71  N2 1.500, H13 1.045, H16 1.186, H17 1.061
4 C 2.22 0.06 -1.74  C5 1.568, H9 1.114, H10 1.049, H20 1.124
5 C 1.95 -0.48 -0.29  C4 1.568, C6 1.537, H11 1.056, H18 1.106
6 C 0.59 -0.13 0.33  C5 1.537, C7 1.343, H15 1.137
7 C -0.52 -0.34 -0.39  N2 1.420, C6 1.343, H12 1.088
8 H -1.06 1.63 -0.07  O1 1.015
9 H 2.14 1.16 -1.89  C4 1.114
10 H 3.16 -0.16 -2.15  C4 1.049
11 H 2.71 0.00 0.27  C5 1.056
12 H -0.43 -0.02 -1.43  C7 1.088
13 H -2.72 -0.20 1.89  C3 1.045
14 H -2.50 -0.83 -0.31  N2 1.010
15 H 0.56 0.29 1.39  C6 1.137
16 H -1.07 -0.66 2.41  C3 1.186
17 H -2.33 -1.93 1.83  C3 1.061
18 H 2.25 -1.54 -0.24  C5 1.106
19 H -1.12 3.01 0.61  O1 1.008
20 H 1.55 -0.32 -2.56  C4 1.124

Properties
- E_tot (Eh) = -328.20176
- LUMO (eV) = 1.0
- frontier orbital gap (eV) = 8.516
- energy relative to the best compared isomer or geometry (same formula, charge and spin) (kJ/mol) = 307.4
- multiplicity = 1
- SMILES = CC/C=C/NC.O
- charge = 0